This record from the Open Molecules 2025 dataset describes a molecular structure, AsF6H28O14 in a non-equilibrium geometry. The level of theory is ωB97M-V/def2-TZVPD.

Geometry as XYZ:
```
49
Properties=species:S:1:pos:R:3:mulliken_charge:R:1
As 0.087 0.545 0.030 2.17
F 0.047 -1.043 -0.875 -0.54
F 0.384 -0.259 1.605 -0.51
F 0.195 2.096 0.923 -0.58
F -0.187 1.363 -1.577 -0.37
F -1.713 0.455 0.272 -0.59
F 1.857 0.565 -0.170 -0.38
O -0.468 -2.179 4.130 -0.50
H -1.146 -1.829 3.553 0.46
H -0.923 -2.360 4.953 0.33
O 0.925 1.084 4.112 -0.50
H 1.690 1.289 3.576 0.51
H 0.540 0.313 3.697 0.36
O 1.018 -0.473 -3.470 -0.58
H 1.042 -0.754 -2.555 0.27
H 1.643 -1.046 -3.913 0.26
O 2.986 1.483 2.448 -0.71
H 2.733 2.232 1.907 0.32
H 3.557 0.962 1.883 0.32
O 0.273 2.135 -4.456 -0.63
H 0.755 1.354 -4.183 0.38
H -0.536 2.108 -3.945 0.26
O -2.289 -3.296 -1.754 -0.65
H -2.178 -2.370 -1.969 0.35
H -2.221 -3.331 -0.800 0.31
O -2.193 -0.975 2.738 -0.73
H -1.543 -0.622 2.131 0.27
H -2.983 -1.084 2.209 0.33
O -0.888 3.148 3.128 -0.42
H -0.719 2.882 2.224 0.44
H -0.542 2.430 3.658 0.38
O 3.619 -2.294 1.308 -0.62
H 3.580 -3.233 1.491 0.29
H 2.748 -1.969 1.532 0.31
O -2.315 -0.662 -2.356 -0.76
H -1.439 -0.389 -2.082 0.41
H -2.482 -0.163 -3.156 0.25
O 0.898 -3.323 0.183 -0.62
H 1.068 -3.985 -0.488 0.30
H 0.500 -2.595 -0.294 0.34
O -4.783 -0.556 -1.041 -0.65
H -5.021 -1.442 -1.312 0.30
H -3.928 -0.404 -1.443 0.45
O 4.024 1.043 -1.793 -0.64
H 3.588 0.892 -0.954 0.31
H 3.768 1.932 -2.039 0.32
O -0.746 4.338 -2.529 -0.64
H -1.640 4.564 -2.272 0.32
H -0.643 3.425 -2.261 0.28
```

Results
**<S²>**: 0.7582
**Orbital gap (spin up / spin down)**: 9.07 / 2.33 eV
**Energy**: -106262.37505 eV
**Energy above the lowest of the compared OMol25 structures with the same formula, charge and spin**: 0.0 kcal per mole
**Spin multiplicity**: 2
**Net charge**: 0

=====

This record from the Open Molecules 2025 dataset describes a molecular structure, C20H26N3O2SW in a non-equilibrium geometry. The level of theory is ωB97M-V/def2-TZVPD.

Geometry as XYZ:
```
53
Properties=species:S:1:pos:R:3:mulliken_charge:R:1
W -0.174 0.113 0.454 0.10
O -0.285 0.268 4.648 -0.11
C -1.111 0.453 3.907 0.88
O 0.216 0.431 2.052 -0.73
C -2.413 0.700 3.448 0.65
C -3.188 0.902 4.621 -0.87
C -4.548 1.127 4.551 -0.70
C -5.151 1.139 3.314 -0.72
C -4.389 0.943 2.154 -0.72
C -3.032 0.736 2.179 1.05
S -2.412 0.585 0.508 -0.17
H -2.712 0.869 5.593 0.42
H -5.114 1.277 5.460 0.46
H -6.217 1.303 3.225 0.43
H -4.890 0.966 1.193 0.48
C 1.053 -4.671 -1.569 -1.47
C 0.217 -4.454 -0.290 1.60
C -1.203 -5.041 -0.466 -1.47
C 0.912 -5.081 0.936 -1.46
C 0.080 -3.032 -0.066 1.50
C -0.036 -1.817 0.123 -1.07
H 1.143 -5.744 -1.733 0.41
H 2.056 -4.259 -1.465 0.39
H 0.568 -4.235 -2.442 0.38
H -1.099 -6.112 -0.638 0.41
H -1.712 -4.606 -1.326 0.39
H -1.809 -4.897 0.427 0.39
H 0.996 -6.153 0.762 0.41
H 0.332 -4.929 1.846 0.38
H 1.915 -4.679 1.076 0.39
C 3.434 4.177 -1.103 -0.61
C 3.816 3.019 -0.204 -0.59
N 2.717 2.029 -0.203 -0.12
C 1.799 1.945 -1.157 0.57
N 0.788 0.990 -0.978 0.07
C 0.038 0.599 -2.213 -0.77
C -0.431 1.860 -2.912 -0.63
C 0.783 2.691 -3.283 -0.64
N 1.804 2.713 -2.218 0.05
C 2.943 3.643 -2.435 -0.60
H 4.302 4.815 -1.262 0.37
H 2.660 4.789 -0.638 0.31
H 3.966 3.345 0.823 0.37
H 4.726 2.527 -0.548 0.34
H 2.831 1.232 0.405 0.18
H -0.825 -0.029 -1.923 0.56
H 0.670 -0.036 -2.836 0.33
H -1.108 2.418 -2.262 0.25
H -0.976 1.606 -3.821 0.42
H 0.500 3.723 -3.482 0.44
H 1.264 2.299 -4.181 0.37
H 2.578 4.441 -3.076 0.39
H 3.725 3.104 -2.973 0.31
```

Results
**Orbital gap**: 6.89 eV
**Energy**: -42360.21119 eV
**Spin multiplicity**: 1
**Net charge**: +3

=====

This record from the Open Molecules 2025 dataset describes a molecular structure, C46H58BCl3N11NaO6S4 in a non-equilibrium geometry. The level of theory is ωB97M-V/def2-TZVPD.

Geometry as XYZ:
```
130
Properties=species:S:1:pos:R:3:mulliken_charge:R:1
Na 0.123 -0.981 -0.031 0.34
O -0.441 3.242 2.964 -0.72
C -0.247 1.926 2.800 0.15
O 0.836 1.428 2.668 -0.07
C -1.546 1.159 2.804 -0.11
C -2.670 1.619 3.475 -0.97
C -3.830 0.871 3.388 -1.49
C -3.846 -0.246 2.568 -0.97
C -2.677 -0.593 1.903 0.72
N -1.535 0.058 2.074 1.43
C -2.615 -1.673 0.847 0.18
O -3.772 -2.090 0.317 -0.53
O -1.582 -2.139 0.458 -0.45
H 0.423 3.662 2.825 0.47
H -2.627 2.536 4.043 0.65
H -4.722 1.175 3.920 0.53
H -4.752 -0.830 2.467 0.56
H -4.502 -1.512 0.570 0.35
C 4.964 3.539 2.886 -2.26
C 4.591 2.308 2.063 1.36
C 5.813 1.879 1.250 -1.61
C 4.150 1.204 3.030 -1.33
N 3.471 2.651 1.145 0.49
C 2.880 3.908 1.064 -0.77
C 1.875 3.824 0.175 -1.03
N 1.834 2.530 -0.307 0.57
B 0.717 1.931 -1.222 0.42
N -0.295 3.065 -1.548 0.61
C -0.036 3.981 -2.552 -0.98
C -1.137 4.721 -2.737 -0.78
N -2.095 4.276 -1.827 0.37
C -1.563 3.241 -1.094 0.00
S -2.297 2.354 0.150 -0.02
C -3.509 4.751 -1.818 1.29
C -3.890 5.285 -0.437 -1.48
C -3.659 5.899 -2.816 -2.20
C -4.419 3.600 -2.248 -1.49
N 1.285 1.431 -2.573 1.12
C 2.563 1.616 -3.061 -1.08
C 2.696 0.857 -4.156 -0.71
N 1.489 0.182 -4.354 0.60
C 0.601 0.570 -3.379 0.14
S -1.053 0.240 -3.186 -0.40
C 1.422 -0.890 -5.385 1.46
C 2.561 -1.878 -5.101 -1.57
C 1.599 -0.235 -6.756 -1.71
C 0.112 -1.670 -5.375 -2.05
C 2.815 1.797 0.289 0.16
S 3.109 0.156 -0.018 -0.38
H 5.793 3.269 3.540 0.45
H 4.135 3.874 3.514 0.39
H 5.294 4.365 2.255 0.52
H 6.605 1.559 1.931 0.46
H 6.184 2.715 0.652 0.40
H 5.562 1.051 0.589 0.21
H 4.925 1.060 3.787 0.68
H 3.992 0.268 2.496 0.32
H 3.216 1.491 3.522 0.01
H 3.214 4.755 1.632 0.57
H 1.179 4.578 -0.149 0.49
H 0.226 1.023 -0.647 -0.86
H 0.904 4.005 -3.077 0.65
H -1.311 5.518 -3.432 0.56
H -3.222 6.103 -0.150 0.38
H -3.830 4.505 0.317 0.19
H -4.912 5.670 -0.481 0.49
H -2.992 6.730 -2.577 0.46
H -4.684 6.263 -2.756 0.46
H -3.480 5.576 -3.842 0.46
H -4.323 2.762 -1.559 0.22
H -4.146 3.259 -3.249 0.37
H -5.458 3.938 -2.261 0.49
H 3.279 2.259 -2.578 0.70
H 3.540 0.735 -4.811 0.52
H 3.544 -1.447 -5.299 0.40
H 2.446 -2.758 -5.736 0.48
H 2.523 -2.191 -4.056 0.22
H 2.548 0.299 -6.830 0.36
H 0.788 0.473 -6.938 0.37
H 1.576 -1.000 -7.535 0.45
H -0.067 -2.139 -4.410 0.30
H 0.195 -2.446 -6.140 0.55
H -0.742 -1.036 -5.599 0.42
Cl -4.036 -3.844 7.260 -0.24
C -2.541 -3.020 6.947 0.11
C -2.520 -1.936 6.091 -0.90
C -1.315 -1.293 5.862 0.68
C -0.128 -1.698 6.463 -0.31
C 1.136 -0.929 6.138 1.16
C 2.130 -1.718 5.278 -2.02
N 1.549 -2.223 4.051 0.53
C 0.882 -3.418 3.879 -0.53
C 0.546 -3.462 2.560 -1.17
N 0.997 -2.329 1.917 0.48
C 1.591 -1.614 2.839 -0.24
O 1.833 -0.531 7.305 -0.35
C 1.905 0.870 7.497 -0.64
C 0.568 1.545 7.645 0.13
C -0.402 1.198 8.535 0.72
Cl -0.324 -0.022 9.732 -0.19
S -1.794 2.196 8.420 -0.21
C -1.089 3.106 7.154 -0.50
C 0.151 2.651 6.842 -0.60
C -0.189 -2.799 7.317 0.71
Cl 1.219 -3.437 8.111 -0.22
C -1.383 -3.460 7.562 -0.70
H -3.430 -1.599 5.613 0.50
H -1.291 -0.440 5.193 0.12
H 0.831 -0.045 5.569 -0.07
H 2.524 -2.546 5.862 0.51
H 2.961 -1.062 5.019 0.19
H 0.718 -4.105 4.693 0.47
H 0.016 -4.238 2.029 0.55
H 2.064 -0.655 2.675 0.02
H 2.443 1.336 6.664 0.25
H 2.499 1.006 8.400 0.34
H -1.634 3.923 6.704 0.48
H 0.776 3.086 6.072 0.40
H -1.403 -4.310 8.230 0.49
C 3.398 -3.488 -1.122 -0.48
N 2.129 -4.046 -1.562 -0.25
C 1.009 -3.273 -1.653 0.32
N -0.154 -3.934 -1.974 -0.41
O 1.033 -2.054 -1.524 -0.18
H 4.183 -3.693 -1.850 0.31
H 3.692 -3.891 -0.152 0.32
H 3.277 -2.412 -1.026 -0.12
H 2.018 -5.044 -1.538 0.20
H -0.231 -4.920 -1.796 0.20
H -0.989 -3.389 -1.825 0.20
```

Results
**Orbital gap**: 6.13 eV
**Energy**: -163329.46679 eV
**Energy above the lowest of the compared OMol25 structures with the same formula, charge and spin**: 4.5 kcal per mole
**Spin multiplicity**: 1
**Net charge**: 0

=====

This record from the Open Molecules 2025 dataset describes a molecular structure, C10H17HgNO5 in a non-equilibrium geometry. The level of theory is ωB97M-V/def2-TZVPD.

Geometry as XYZ:
```
34
Properties=species:S:1:pos:R:3:mulliken_charge:R:1
Hg -0.237 -1.294 1.765 0.77
O 0.462 1.452 -2.049 -0.60
C 0.103 0.862 -3.057 0.82
O 2.472 -0.794 -1.919 -0.46
C 1.685 -1.113 -2.722 0.41
O 1.574 -2.393 -3.253 -0.38
N 0.645 -0.385 -3.409 0.15
C 1.153 -2.279 -4.657 -0.31
C 0.404 -0.989 -4.697 -0.67
H 0.506 -3.085 -5.008 0.33
H 1.996 -2.188 -5.356 0.24
H -0.664 -1.094 -4.796 0.37
H 0.765 -0.294 -5.432 0.34
C -0.913 1.473 -3.974 -0.34
C -1.580 2.561 -3.543 -0.64
H -1.109 1.079 -4.978 0.23
H -1.459 2.785 -2.488 0.24
H -2.201 3.240 -4.148 0.28
C 2.611 0.632 3.307 -0.71
O 1.150 0.446 3.341 -0.28
C 0.347 0.723 4.487 -0.33
C -0.833 -0.368 4.863 -0.59
O -1.758 -0.809 3.885 -0.31
C -3.095 -0.408 3.475 -0.63
H 2.887 1.014 2.312 0.26
H 3.096 -0.352 3.413 0.30
H 3.103 1.307 4.042 0.31
H 0.967 0.822 5.416 0.38
H -0.157 1.708 4.352 0.30
H -0.232 -1.269 5.128 0.32
H -1.338 -0.074 5.813 0.39
H -3.946 -0.719 4.122 0.27
H -3.117 0.679 3.282 0.34
H -3.285 -0.875 2.483 0.20
```

Results
**<S²>**: 0.7533
**Orbital gap (spin up / spin down)**: 9.21 / 5.01 eV
**Energy**: -26537.19489 eV
**Energy above the lowest of the compared OMol25 structures with the same formula, charge and spin**: 14.3 kcal per mole
**Spin multiplicity**: 2
**Net charge**: +1

=====

This record from the Open Molecules 2025 dataset describes a molecular structure, C16H21AlBrCl3CsF12N7Na2O14PS in a non-equilibrium geometry. The level of theory is ωB97M-V/def2-TZVPD.

Geometry as XYZ:
```
80
Properties=species:S:1:pos:R:3:mulliken_charge:R:1
N -1.497 -1.423 5.879 -0.21
C -1.449 -2.037 4.906 0.52
O -1.215 -2.911 3.904 -0.34
N -0.694 -2.227 2.833 0.14
C -1.306 -1.596 1.847 0.53
Cl -2.948 -1.541 1.692 -0.07
N -0.409 -1.044 1.057 -0.50
C 0.788 -1.303 1.559 0.51
N 1.934 -0.875 1.059 0.75
C 3.287 -1.063 1.523 -1.08
C 3.966 -2.155 0.696 0.56
O 4.421 -1.926 -0.365 -0.29
Cl 4.076 -3.814 1.358 -0.22
N 1.866 -0.088 -0.117 -0.95
C 1.701 -0.696 -1.174 0.56
S 1.466 -1.490 -2.481 -0.32
N 0.670 -2.088 2.703 0.39
P 1.665 -2.799 3.949 0.42
O 1.889 -1.763 5.022 -0.84
H 3.411 -1.155 2.597 0.70
H 3.841 -0.161 1.248 0.42
H 1.031 -3.902 4.611 0.12
H 2.906 -3.242 3.492 0.05
C -0.132 -0.774 -5.845 -0.09
O 0.137 -1.661 -4.918 -0.61
H -0.290 -1.133 -6.885 0.33
H -1.032 -0.125 -5.687 0.29
H 0.706 0.049 -6.030 -0.73
Na 2.151 0.343 -4.715 0.84
Br -1.027 -4.602 6.344 -0.71
Cs 2.213 -2.035 6.933 0.94
N -2.258 1.954 6.936 0.98
O -1.068 1.888 7.316 -0.67
O -2.509 2.044 5.709 -0.63
O -3.184 1.935 7.762 -0.67
C -1.751 6.632 4.647 -0.79
C -2.590 5.653 5.486 0.90
C -3.692 4.866 4.763 0.11
F -4.621 5.719 4.243 -0.27
F -4.312 4.055 5.621 -0.21
F -3.112 6.313 6.550 -0.29
F -1.712 4.751 5.969 -0.28
O -2.090 8.015 4.680 -0.40
C -3.026 8.555 3.851 0.83
C -4.214 9.126 4.632 0.19
F -4.819 8.173 5.358 -0.21
F -5.119 9.628 3.755 -0.27
F -3.421 7.693 2.898 -0.29
F -2.439 9.602 3.213 -0.32
H -0.762 6.601 5.099 0.43
H -1.623 6.277 3.624 0.31
H -3.277 4.254 3.958 0.30
H -3.876 9.921 5.299 0.23
Na 0.760 2.243 -7.371 0.89
F 5.435 0.679 1.061 -0.40
Al 6.469 0.896 -0.299 0.57
F 5.502 1.382 -1.604 -0.40
F 7.193 -0.587 -0.642 -0.40
F 7.622 2.061 0.065 -0.38
O 3.073 1.883 -9.393 -0.67
Cl 4.051 2.462 -10.323 1.60
O 5.092 3.082 -9.549 -0.63
O 3.372 3.441 -11.131 -0.64
O 4.578 1.407 -11.136 -0.61
C -0.240 -4.791 -4.166 -0.51
O 0.191 -6.005 -4.763 -0.38
C -0.338 -7.162 -4.141 -0.53
C -1.496 -7.739 -4.923 -0.47
O -2.613 -6.865 -4.934 -0.38
C -2.737 -6.128 -6.135 -0.74
H 0.017 -3.972 -4.832 0.17
H -1.320 -4.783 -4.002 0.28
H 0.275 -4.642 -3.207 0.22
H -0.644 -6.945 -3.112 0.31
H 0.465 -7.906 -4.105 0.39
H -1.819 -8.668 -4.442 0.37
H -1.182 -7.979 -5.944 0.32
H -3.107 -6.769 -6.943 0.32
H -1.787 -5.680 -6.434 0.33
H -3.460 -5.333 -5.961 0.25
```

Results
**Orbital gap**: 3.34 eV
**Energy**: -232335.98172 eV
**Spin multiplicity**: 1
**Net charge**: -1

=====

This record from the Open Molecules 2025 dataset describes a molecular structure, C15H24DyN4O5 in a non-equilibrium geometry. The level of theory is ωB97M-V/def2-TZVPD.

Geometry as XYZ:
```
49
Properties=species:S:1:pos:R:3:mulliken_charge:R:1
O 1.623 -1.507 -1.632 -0.67
H 1.488 -2.351 -2.166 0.14
Dy 0.341 -0.170 -0.503 0.48
N 1.494 1.266 1.070 0.10
N 2.194 0.974 -1.404 0.19
O 1.129 1.486 2.438 -0.54
O 2.734 0.570 -2.630 -0.52
C 2.626 1.918 0.688 0.71
C 2.968 1.802 -0.704 0.46
C 3.347 2.875 1.579 -1.74
C 4.091 2.572 -1.325 -1.35
H 3.176 2.676 2.639 0.51
H 3.066 3.910 1.331 0.39
H 4.427 2.836 1.411 0.42
H 4.233 2.306 -2.374 0.37
H 5.032 2.386 -0.793 0.35
H 3.858 3.649 -1.289 0.32
H 1.214 2.456 2.563 0.28
H 2.418 -0.409 -2.672 0.45
O -0.908 1.697 -1.399 -0.53
H -0.576 2.327 -2.065 0.30
H -1.821 1.498 -1.696 0.31
C 1.360 -1.832 0.563 -0.78
H 0.408 -2.154 1.054 0.21
H 1.947 -1.207 1.294 0.18
H 1.967 -2.725 0.342 0.36
O 1.465 -1.185 4.263 -0.60
H 1.291 -0.288 3.922 0.28
H 0.568 -1.497 4.514 0.31
C -2.972 0.282 2.859 -0.88
C -4.109 -0.318 2.301 -0.50
C -4.014 -0.888 1.033 -0.82
C -2.803 -0.846 0.319 0.73
N -1.704 -0.255 0.866 0.23
C -1.783 0.264 2.115 -0.17
C -2.674 -1.436 -1.039 0.78
C -3.666 -2.226 -1.645 -0.88
C -3.461 -2.719 -2.933 -0.45
C -2.258 -2.460 -3.589 -0.89
C -1.295 -1.692 -2.941 -0.18
N -1.519 -1.176 -1.707 0.12
H -3.008 0.749 3.848 0.42
H -5.049 -0.368 2.848 0.45
H -4.851 -1.391 0.577 0.34
H -0.843 0.669 2.496 0.54
H -4.565 -2.442 -1.084 0.39
H -4.235 -3.311 -3.410 0.44
H -2.040 -2.858 -4.576 0.41
H -0.312 -1.456 -3.357 0.55
```

Results
**<S²>**: 9.4049
**Orbital gap (spin up / spin down)**: 5.06 / 4.56 eV
**Energy**: -56216.95162 eV
**Energy above the lowest of the compared OMol25 structures with the same formula, charge and spin**: 0.0 kcal per mole
**Spin multiplicity**: 6
**Net charge**: +1